Density functional theory data (the ωB97M-V functional and the def2-TZVPD basis) for C30H41BBrF4O3PPtSSi as an isolated structure.

CARTESIAN COORDINATES (ANGSTROEM)
Pt  -0.776  0.745  1.413
O  0.029  3.860  3.555
S  -0.613  3.116  2.551
O  -1.441  1.910  2.976
O  0.300  2.436  1.512
C  -1.684  4.107  1.589
C  -1.770  5.458  1.858
C  -2.588  6.249  1.055
C  -3.282  5.687  -0.002
C  -3.178  4.325  -0.273
C  -2.383  3.517  0.531
P  -2.425  1.757  0.143
C  -2.120  1.594  -1.589
C  -2.960  0.866  -2.434
C  -2.671  0.813  -3.788
C  -1.560  1.479  -4.290
C  -0.729  2.214  -3.448
C  -1.005  2.276  -2.097
C  -3.893  1.016  0.765
C  -4.225  -0.305  0.423
C  -5.357  -0.877  0.963
C  -6.145  -0.154  1.854
C  -5.805  1.145  2.214
C  -4.677  1.735  1.679
H  -1.205  5.883  2.676
H  -2.670  7.308  1.257
H  -3.909  6.306  -0.629
H  -3.723  3.901  -1.108
H  -3.841  0.370  -2.054
H  -3.322  0.263  -4.454
H  -1.346  1.437  -5.350
H  0.125  2.741  -3.850
H  -0.358  2.846  -1.438
H  -3.588  -0.885  -0.232
H  -5.623  -1.893  0.705
H  -7.028  -0.612  2.279
H  -6.420  1.694  2.913
H  -4.412  2.745  1.963
C  2.097  -3.184  2.140
C  1.968  -3.323  0.616
C  2.938  -4.444  0.175
C  0.525  -3.754  0.312
Si  2.491  -1.763  -0.326
Br  0.352  -0.302  -0.462
C  2.563  -1.889  -2.223
C  4.004  -2.396  -2.488
C  1.567  -2.905  -2.801
C  2.366  -0.577  -2.998
C  3.692  -0.571  0.521
C  4.962  -1.392  0.847
C  4.098  0.614  -0.364
C  3.116  0.012  1.821
H  1.782  -4.127  2.593
H  1.455  -2.406  2.541
H  3.119  -2.997  2.465
H  2.705  -5.339  0.757
H  3.983  -4.196  0.374
H  2.840  -4.709  -0.876
H  0.331  -4.687  0.847
H  0.345  -3.939  -0.746
H  -0.203  -3.025  0.668
H  4.246  -3.315  -1.951
H  4.758  -1.647  -2.246
H  4.095  -2.616  -3.554
H  1.708  -3.913  -2.419
H  1.713  -2.947  -3.883
H  0.531  -2.610  -2.621
H  2.967  0.249  -2.629
H  1.319  -0.266  -3.011
H  2.654  -0.756  -4.037
H  5.426  -1.818  -0.044
H  4.777  -2.197  1.556
H  5.697  -0.723  1.302
H  4.616  0.310  -1.273
H  4.788  1.244  0.203
H  3.241  1.234  -0.638
H  2.805  -0.740  2.541
H  2.271  0.676  1.616
H  3.889  0.623  2.296
F  -1.110  -2.713  3.226
B  -1.224  -1.405  3.340
F  -0.033  -0.667  3.232
F  -2.160  -0.846  4.090
F  -1.790  -0.931  1.675

Cartesian forces, eV/Å:
0.12 0.00 0.12
0.02 -0.03 0.01
-0.06 0.07 0.01
0.04 0.03 -0.01
-0.05 0.00 0.02
0.02 0.00 0.00
0.00 0.00 0.00
0.00 0.00 -0.01
0.00 0.00 0.01
0.01 0.00 0.01
-0.01 -0.02 0.00
-0.05 0.03 -0.05
0.01 0.02 0.00
-0.01 0.00 0.01
0.00 0.01 -0.01
-0.01 0.00 0.00
0.00 0.00 0.01
0.00 -0.01 -0.01
-0.02 -0.02 -0.04
0.01 0.01 0.01
0.00 0.00 -0.01
0.00 0.00 0.00
0.00 0.00 -0.01
0.00 0.00 0.00
0.00 0.00 0.00
0.00 0.00 0.00
0.00 0.00 0.00
0.00 0.00 0.00
0.00 0.00 0.00
0.00 0.00 0.00
0.00 0.00 0.00
0.00 0.00 0.00
0.00 0.00 0.00
0.00 0.00 0.00
0.00 0.00 0.00
0.00 0.00 0.00
0.00 0.00 0.00
0.00 0.00 0.01
0.00 -0.01 -0.02
0.03 0.00 0.02
0.02 0.01 0.02
-0.01 -0.01 -0.04
-0.05 0.00 0.03
-0.07 -0.11 -0.03
0.08 -0.06 0.01
-0.04 -0.01 -0.04
0.02 0.01 -0.01
-0.02 0.00 -0.01
0.03 0.00 0.00
-0.01 0.03 -0.01
0.00 0.00 0.01
-0.01 -0.01 -0.01
0.01 0.00 0.00
-0.06 0.05 0.03
0.01 0.00 0.01
-0.01 0.00 0.00
0.00 -0.01 -0.01
-0.01 -0.01 -0.02
0.00 0.00 -0.02
-0.01 0.01 0.04
0.00 0.01 0.01
0.00 0.01 0.00
0.01 0.01 0.00
0.01 0.00 0.00
0.01 -0.01 0.00
0.00 0.00 0.00
-0.01 -0.01 0.00
0.00 0.00 -0.01
0.02 0.00 -0.01
0.00 0.00 0.00
0.00 0.00 0.00
-0.01 -0.01 0.01
-0.01 0.00 0.00
0.00 0.00 0.00
0.00 0.00 0.00
0.00 0.01 -0.01
0.00 -0.01 0.00
0.04 0.00 0.02
0.00 0.00 0.00
0.00 -0.02 -0.03
0.12 0.05 0.03
-0.08 -0.05 -0.09
-0.03 -0.01 -0.03
0.02 0.03 0.04

Its charge is +2. As for the HOMO-LUMO gap: 0.24406 Eh. The multiplicity is 1. Its total energy is -150746.5248 eV. As for the relative energy (zero: lowest compared OMol25 entry of this formula, charge and spin): 0.0 kJ/mol.